Entry from the OMol25 dataset: C29H53F3I2NbO7 as an isolated structure at a distorted geometry (ωB97M-V with the def2-TZVPD basis set).

CARTESIAN COORDINATES (ANGSTROEM)
H 2.90 1.61 1.09
H 11.43 2.48 -1.76
H 8.63 4.77 -0.86
H 5.55 -0.60 -2.83
C -11.48 1.25 0.86
H 10.55 5.03 0.71
H 11.82 4.74 -2.83
H 13.06 2.53 -1.11
H 0.61 -5.27 -2.28
C 10.71 4.68 -0.31
C -6.36 -1.39 1.99
C 5.96 0.93 0.68
H 9.57 3.69 -1.88
H -6.29 -3.54 2.07
H 10.99 5.56 -0.91
H -5.53 -1.25 2.68
H 12.99 3.54 -3.37
C 0.27 0.93 -0.21
C 0.76 -5.93 0.37
C -6.67 -1.36 -0.40
H 13.45 4.76 -2.16
F 3.89 3.91 0.69
H -0.47 1.25 -2.19
Nb 4.66 1.42 -1.15
H 2.75 -5.80 -0.44
C 12.64 4.11 -2.50
F 4.08 4.52 -1.39
C -1.78 -0.01 -1.06
C -7.80 -0.36 -0.39
C -2.02 -0.62 0.17
I 3.65 -2.59 0.09
O 8.11 0.97 -0.34
C -11.51 1.22 3.84
O -10.33 1.19 1.68
H -2.19 -5.75 -1.12
H 2.36 -7.37 0.29
H -12.78 2.62 -0.16
C -10.43 1.81 2.95
H -2.48 -0.15 -1.87
C 4.61 3.65 -0.47
H -11.12 3.21 0.04
H -8.46 -0.48 0.47
C -11.93 2.66 0.52
H -7.38 -2.80 3.25
H -7.06 -2.39 -0.46
H 5.46 0.14 1.24
C -0.65 0.76 -1.24
C 0.03 0.33 1.01
C 7.36 0.59 0.48
O 0.22 -4.80 -0.29
H -12.24 3.22 1.40
H -12.51 1.37 3.43
C 1.49 1.76 -0.47
H 3.85 1.88 -2.72
H 5.92 1.83 1.30
H -7.86 -2.91 1.56
H -7.41 0.66 -0.36
C 9.45 4.04 -0.86
C 2.78 1.24 0.07
H -0.02 -6.68 0.54
C 1.97 -6.54 -0.31
C -1.34 -6.03 -1.74
H 1.72 -6.94 -1.30
C 5.24 -1.75 -1.17
I 8.15 -0.81 2.03
H -1.02 -7.03 -1.45
H 3.83 -0.89 -2.47
C 4.80 -0.67 -2.03
H -0.59 -4.03 -1.93
H -10.57 2.89 2.84
H 6.17 2.04 -1.95
C -7.01 -2.74 2.22
C -1.11 -0.43 1.20
H 2.69 0.15 0.15
H -2.89 -1.22 0.33
H -12.31 0.69 1.31
H -7.08 -0.58 2.18
C 12.22 3.16 -1.40
H -1.28 -0.90 2.16
O 1.37 2.78 -1.11
H 9.14 3.19 -0.26
H 0.74 0.45 1.81
O 6.32 -2.23 -1.04
H -8.41 -0.47 -1.29
O 11.82 3.79 -0.20
H 1.05 -5.55 1.35
H -1.68 -6.09 -2.78
O -5.78 -1.24 0.70
H -11.48 1.71 4.82
H -9.45 1.65 3.40
F 5.85 4.19 -0.17
H -11.36 0.15 3.98
H -6.04 -1.21 -1.27
C -0.23 -5.00 -1.62
H -11.20 0.73 -0.05

calculated total energy	-2615.25570	Ha
HOMO level	-6.140	eV
strongest force on any atom	2.1	eV Å⁻¹
net charge	-1
orbital gap	7.559	eV

---

Entry from the OMol25 dataset: C29H53FGaO10S as an isolated structure at a distorted geometry (ωB97M-V with the def2-TZVPD basis set).

CARTESIAN COORDINATES (ANGSTROEM)
H 0.25 -1.06 7.14
C -2.53 -4.57 2.56
H -3.08 4.10 -4.26
O -3.46 3.39 0.81
O -5.23 4.02 -4.61
H 3.90 -1.16 3.76
H -0.98 -1.93 4.30
H 0.86 7.51 -2.58
H 0.29 -6.50 3.22
H 3.54 0.30 -2.00
C -1.57 -7.63 -0.38
C -0.25 -7.56 -1.09
O 0.71 -1.13 -1.95
C 1.69 3.84 -1.38
C 5.02 -1.42 1.98
O -0.19 -4.20 2.36
C 4.45 3.33 -1.09
C -6.31 4.18 -4.10
C 2.19 6.36 -1.26
H 3.66 0.33 -0.23
O -2.69 4.67 -3.59
H 1.18 -3.36 -2.96
C 0.62 -0.58 6.22
H 5.09 0.75 -1.20
H 7.02 -2.18 1.81
H -8.29 4.11 -4.93
H 6.23 -1.83 0.26
H 1.52 -0.02 6.46
O 4.48 -0.48 1.44
H -0.09 2.56 -2.71
O -1.64 -7.86 0.81
C -7.53 3.42 -4.57
H 5.51 3.08 -0.98
C -0.51 3.07 -1.83
C 4.67 -1.82 3.39
C 2.20 2.55 -1.34
O 0.38 4.17 -1.48
H 1.26 5.90 0.64
H -7.23 5.91 -3.24
C -1.08 -4.96 2.67
H -2.89 -8.15 -1.99
H 0.11 6.54 -0.62
H 5.55 -1.74 4.02
H 2.55 7.57 -3.02
H 0.56 -7.75 -0.38
H 1.55 1.69 -1.39
C 6.08 -2.23 1.26
C 3.99 0.83 -1.16
C 2.61 4.89 -1.27
Ga -2.45 3.60 -2.10
H 4.29 -2.85 3.41
H -2.79 -6.40 -1.64
H -3.05 -5.24 1.87
H -0.58 -3.07 5.62
C 0.94 -1.64 5.19
C 0.97 -3.48 -1.89
H -7.93 2.81 -3.76
C -0.79 -6.34 3.19
C -6.51 5.14 -2.96
C -2.82 -7.40 -1.20
O -4.69 5.03 -0.35
H -0.14 0.10 5.83
C 3.95 4.63 -1.12
S -3.37 4.49 -0.12
H -0.52 -2.70 0.39
C 1.77 6.89 -2.66
C 1.10 6.63 -0.16
H -7.24 2.76 -5.40
C 0.69 -2.13 -1.28
C 3.55 2.29 -1.20
H 0.19 -1.08 0.51
H -3.00 -4.60 3.54
H -3.27 2.24 -2.37
H 0.16 -3.26 4.01
H -1.19 -6.46 4.20
H -0.47 2.36 -0.99
H -6.86 4.61 -2.07
H 5.76 -3.27 1.18
H -0.11 -6.57 -1.53
H -3.69 -7.48 -0.56
H 3.05 6.96 -0.94
H 1.22 7.63 0.27
C -0.19 -2.53 4.75
H -2.60 -3.55 2.17
H 1.60 6.10 -3.39
H -1.23 -7.08 2.52
H 4.65 5.46 -1.01
H 1.21 -2.50 0.76
H -5.56 5.62 -2.72
H -0.21 -8.32 -1.88
O 2.07 -1.75 4.76
F -2.37 5.59 0.59
C 0.37 -2.11 0.19
H 0.10 -4.13 -1.78
H 1.84 -3.94 -1.41

calculated total energy	-4312.07893	Ha
HOMO level	-5.102	eV
strongest force on any atom	2.0	eV Å⁻¹
ΔE to the lowest compared entry with this formula, charge and spin	0.0	kJ/mol
net charge	-1
orbital gap	6.768	eV